{
  "formula": "C4H5NO",
  "method": "ωB97M-V with the def2-TZVPD basis set",
  "homo_ev": -9.239,
  "largest_force_ev_per_a": 1.66,
  "smiles": "Cc1cocn1",
  "spin_multiplicity": 1,
  "e_lumo_ev": 1.1,
  "charge": 0,
  "relative_energy_kj_mol": 94.8,
  "elements": ["C", "C", "C", "O", "C", "N", "H", "H", "H", "H", "H"],
  "positions_angstrom": [[-1.65058, -0.20742, -0.13387], [-0.14672, -0.16834, -0.13635], [0.42254, 0.64823, 0.77665], [1.81648, 0.55000, 0.59906], [1.93856, -0.34819, -0.39424], [0.82764, -0.80238, -0.88744], [-1.84514, -0.06915, 0.92477], [-2.15011, -1.12546, -0.41406], [-2.08251, 0.62372, -0.70278], [-0.04683, 1.57599, 1.11166], [2.91666, -0.67699, -0.74340]],
  "nbo_charge": [-0.64, 0.10, -0.01, -0.41, 0.34, -0.47, 0.23, 0.23, 0.22, 0.21, 0.20]
}

---

{
  "formula": "C4H5NO",
  "method": "ωB97M-V with the def2-TZVPD basis set",
  "homo_ev": -8.346,
  "largest_force_ev_per_a": 5.89,
  "spin_multiplicity": 1,
  "e_lumo_ev": 0.5,
  "charge": 0,
  "relative_energy_kj_mol": 382.5,
  "elements": ["O", "C", "C", "C", "C", "N", "H", "H", "H", "H", "H"],
  "positions_angstrom": [[0.79812, -1.73111, 0.46059], [-0.06348, -0.87496, 0.43008], [0.28007, 0.29344, 1.14920], [0.26546, 1.04943, -0.16288], [-0.49197, 0.48823, -1.13127], [-0.82422, -0.77100, -0.73743], [1.24176, 0.20292, 1.67177], [-0.49390, 0.63860, 1.79879], [1.46451, 0.92624, -0.40983], [-0.66388, 0.84198, -2.13335], [-1.71300, -1.23507, -0.72735]],
  "nbo_charge": [-0.53, 0.65, -0.52, -0.35, 0.07, -0.63, 0.25, 0.23, 0.23, 0.21, 0.40]
}

---

{
  "formula": "C4H5NO",
  "method": "ωB97M-V with the def2-TZVPD basis set",
  "homo_ev": -9.307,
  "largest_force_ev_per_a": 2.33,
  "smiles": "Cc1ccno1",
  "spin_multiplicity": 1,
  "e_lumo_ev": 0.9,
  "charge": 0,
  "relative_energy_kj_mol": 351.6,
  "elements": ["C", "C", "C", "C", "N", "O", "H", "H", "H", "H", "H"],
  "positions_angstrom": [[0.34673, -0.87427, -1.38751], [-0.00617, -0.01063, -0.23526], [-0.21003, -0.39955, 1.07120], [-0.18711, 0.91223, 1.70936], [-0.05885, 1.89238, 0.87097], [0.00278, 1.30761, -0.39718], [1.42906, -0.73854, -1.49692], [0.17642, -1.93329, -1.16903], [-0.14582, -0.58031, -2.31182], [-1.18543, -0.76333, 0.61833], [-0.13963, 1.16894, 2.76610]],
  "nbo_charge": [-0.67, 0.40, -0.53, -0.01, -0.12, -0.31, 0.25, 0.25, 0.23, 0.28, 0.22]
}

---

{
  "formula": "C4H5NO",
  "method": "ωB97M-V with the def2-TZVPD basis set",
  "homo_ev": -8.456,
  "largest_force_ev_per_a": 6.30,
  "spin_multiplicity": 1,
  "e_lumo_ev": 0.5,
  "charge": 0,
  "relative_energy_kj_mol": 288.3,
  "elements": ["C", "C", "C", "C", "N", "O", "H", "H", "H", "H", "H"],
  "positions_angstrom": [[-0.02163, 0.69905, -1.04887], [-0.70562, -0.51240, -1.07768], [-0.00860, -0.67739, 1.39255], [0.72645, 1.05692, 0.06100], [0.85932, 0.34272, 1.09572], [-1.17771, -0.97816, 0.07780], [0.28317, 1.15006, -2.00089], [-1.09481, -0.95207, -2.11514], [-0.68398, -0.43159, 2.05889], [0.58736, -1.61652, 1.51333], [1.23607, 1.91938, 0.04329]],
  "nbo_charge": [-0.46, 0.28, 0.13, 0.12, -0.45, -0.57, 0.22, 0.19, 0.18, 0.19, 0.18]
}

---

{
  "formula": "C4H5NO",
  "method": "ωB97M-V with the def2-TZVPD basis set",
  "homo_ev": [-6.510, -10.386],
  "largest_force_ev_per_a": 10.11,
  "s2": 2.005,
  "spin_multiplicity": 3,
  "e_lumo_ev": [0.4, -2.3],
  "charge": 0,
  "relative_energy_kj_mol": 173.8,
  "elements": ["C", "C", "C", "C", "N", "O", "H", "H", "H", "H", "H"],
  "positions_angstrom": [[1.41948, -0.16228, -0.62671], [-0.19050, -1.87623, 0.03478], [0.32665, -1.00333, -0.83682], [-0.64684, 2.07721, 0.74042], [2.45338, 0.31684, -0.52584], [-0.11820, 2.04124, -0.30103], [-1.19237, -2.45334, 0.07187], [0.32747, -2.09906, 0.96536], [-0.07382, -0.74065, -1.77093], [-1.69600, 1.65968, 0.71544], [-0.03712, 2.64291, 1.48193]],
  "nbo_charge": [0.25, -0.30, -0.33, -0.28, -0.30, -0.20, 0.22, 0.20, 0.23, 0.24, 0.25]
}

---

{
  "formula": "C4H5NO2",
  "method": "ωB97M-V with the def2-TZVPD basis set",
  "homo_ev": -10.092,
  "largest_force_ev_per_a": 0.32,
  "spin_multiplicity": 1,
  "e_lumo_ev": 0.3,
  "charge": 0,
  "relative_energy_kj_mol": 445.1,
  "elements": ["O", "C", "C", "C", "N", "C", "O", "H", "H", "H", "H", "H"],
  "positions_angstrom": [[1.09073, -1.54204, -0.00841], [1.04935, -0.43032, -0.66522], [0.61531, 0.70552, 0.23270], [-0.75103, 1.23451, 0.20755], [-0.42427, 0.04779, 1.02878], [-0.58213, -1.16488, 0.20176], [-0.74365, -0.97256, -1.06975], [1.69902, -0.28406, -1.53298], [1.42583, 1.20422, 0.76247], [-1.35282, 1.07671, -0.68004], [-0.96142, 2.12045, 0.79980], [-1.06491, -1.99536, 0.72334]],
  "nbo_charge": [-0.54, 0.45, -0.18, -0.24, -0.43, 0.52, -0.65, 0.20, 0.23, 0.24, 0.22, 0.18]
}

---

{
  "formula": "C4H5NO2",
  "method": "ωB97M-V with the def2-TZVPD basis set",
  "homo_ev": [-7.532, -7.533],
  "largest_force_ev_per_a": 0.64,
  "spin_multiplicity": 1,
  "e_lumo_ev": [0.8, 0.8],
  "charge": 0,
  "relative_energy_kj_mol": 463.4,
  "elements": ["O", "C", "C", "C", "N", "C", "O", "H", "H", "H", "H", "H"],
  "positions_angstrom": [[2.12264, -1.14292, 0.08771], [1.37777, -1.24051, -0.83703], [0.37717, 1.17872, -0.06241], [-0.94324, 1.52697, 0.58994], [-0.52338, 0.17227, 0.32947], [-0.79985, -1.03322, 0.04700], [0.06949, -1.73063, -0.71186], [1.60256, -1.06692, -1.89414], [1.25219, 1.20952, 0.59291], [-1.75550, 1.87450, -0.05023], [-1.04374, 1.78405, 1.64323], [-1.73611, -1.53183, 0.26540]],
  "nbo_charge": [-0.52, 0.64, -0.38, -0.24, -0.31, 0.41, -0.51, 0.15, 0.19, 0.19, 0.19, 0.20]
}

---

{
  "formula": "C4H5NO2",
  "method": "ωB97M-V with the def2-TZVPD basis set",
  "homo_ev": -8.882,
  "largest_force_ev_per_a": 0.98,
  "smiles": "Cc1coc(=O)[nH]1",
  "spin_multiplicity": 1,
  "e_lumo_ev": 0.8,
  "charge": 0,
  "relative_energy_kj_mol": 92.2,
  "elements": ["C", "C", "C", "O", "C", "O", "N", "H", "H", "H", "H", "H"],
  "positions_angstrom": [[-1.53421, -0.37456, -0.61865], [-0.13623, 0.07067, -0.39638], [0.35412, 1.29540, -0.19388], [1.67584, 1.21228, 0.23621], [1.72093, -0.04965, 0.75601], [2.21103, -0.31252, 1.81154], [0.90865, -0.83911, -0.07339], [-1.64263, -0.97708, -1.52515], [-1.87410, -0.97645, 0.23353], [-2.18340, 0.50021, -0.70257], [-0.14090, 2.18195, 0.15217], [0.64090, -1.73113, 0.32054]],
  "nbo_charge": [-0.65, 0.12, 0.01, -0.49, 0.89, -0.56, -0.64, 0.23, 0.22, 0.24, 0.21, 0.40]
}

---

{
  "formula": "C4H5NO2",
  "method": "ωB97M-V with the def2-TZVPD basis set",
  "homo_ev": -9.985,
  "largest_force_ev_per_a": 0.62,
  "smiles": "COc1ccon1",
  "spin_multiplicity": 1,
  "e_lumo_ev": 1.0,
  "charge": 0,
  "relative_energy_kj_mol": 234.4,
  "elements": ["C", "O", "C", "C", "C", "O", "N", "H", "H", "H", "H", "H"],
  "positions_angstrom": [[1.81096, 1.08049, -0.33210], [1.30111, -0.03650, 0.39742], [-0.03621, -0.16040, 0.44174], [-0.72482, -1.32693, -0.00990], [-2.02267, -0.97854, 0.13533], [-2.11981, 0.25484, 0.65485], [-0.84455, 0.77672, 0.86773], [1.14979, 1.34349, -1.16229], [1.95157, 1.97036, 0.28680], [2.77454, 0.75226, -0.72122], [-0.28015, -2.21908, -0.42603], [-2.95977, -1.45672, -0.13232]],
  "nbo_charge": [-0.25, -0.50, 0.44, -0.40, 0.15, -0.28, -0.18, 0.18, 0.19, 0.19, 0.24, 0.21]
}

---

{
  "formula": "C4H5NO2",
  "method": "ωB97M-V with the def2-TZVPD basis set",
  "homo_ev": -9.967,
  "largest_force_ev_per_a": 0.87,
  "smiles": "CON=C=CC=O",
  "spin_multiplicity": 1,
  "e_lumo_ev": -0.2,
  "charge": 0,
  "relative_energy_kj_mol": 418.4,
  "elements": ["C", "O", "N", "C", "C", "C", "O", "H", "H", "H", "H", "H"],
  "positions_angstrom": [[-0.29463, -2.09993, -0.54982], [-1.35432, -1.35331, -1.15168], [-1.58746, -0.06820, -0.70837], [-0.64526, 0.67045, -0.45295], [0.33961, 1.53774, -0.34353], [0.83667, 2.03011, 0.94988], [0.30914, 1.79559, 2.01341], [0.39838, -1.49134, 0.03968], [-0.76577, -2.84784, 0.09051], [0.25029, -2.59129, -1.36095], [0.75362, 1.91702, -1.27367], [1.73483, 2.67383, 0.87872]],
  "nbo_charge": [-0.28, -0.36, -0.11, 0.40, -0.49, 0.40, -0.51, 0.19, 0.19, 0.20, 0.25, 0.12]
}

---

{
  "formula": "C4H5NO2",
  "method": "ωB97M-V with the def2-TZVPD basis set",
  "homo_ev": -9.356,
  "largest_force_ev_per_a": 1.22,
  "smiles": "C#COC.N=C=O",
  "spin_multiplicity": 1,
  "e_lumo_ev": 0.7,
  "charge": 0,
  "relative_energy_kj_mol": 313.3,
  "elements": ["C", "C", "O", "C", "H", "H", "H", "H", "N", "C", "O", "H"],
  "positions_angstrom": [[-0.79882, 2.06268, 1.63694], [-1.79605, 1.46023, 1.35997], [-2.88169, 0.81166, 1.05014], [-3.54934, 1.26127, -0.11440], [0.08031, 2.54659, 1.93002], [-2.90335, 1.18555, -0.99448], [-4.41400, 0.61099, -0.23716], [-3.88108, 2.29836, -0.00368], [5.24803, -3.73546, -1.12524], [4.84665, -2.64081, -1.36810], [4.42283, -1.65791, -1.79926], [5.62650, -4.20315, -0.33473]],
  "nbo_charge": [-0.39, 0.32, -0.49, -0.24, 0.24, 0.19, 0.20, 0.18, -0.78, 0.86, -0.51, 0.43]
}

---

{
  "formula": "C4H5NO2",
  "method": "ωB97M-V with the def2-TZVPD basis set",
  "homo_ev": [-7.868, -8.102],
  "largest_force_ev_per_a": 1.14,
  "spin_multiplicity": 1,
  "e_lumo_ev": [0.4, 0.5],
  "charge": 0,
  "relative_energy_kj_mol": 378.2,
  "elements": ["O", "C", "C", "C", "N", "C", "O", "H", "H", "H", "H", "H"],
  "positions_angstrom": [[-1.90384, -0.13956, 1.47550], [-1.01978, -0.76773, 0.94928], [0.03604, 0.75094, -1.17980], [0.29378, 1.08579, 0.24843], [0.30239, -0.28756, 0.76732], [1.01260, -0.96505, -0.25406], [0.63152, -0.39752, -1.40498], [-1.14943, -1.79518, 0.56121], [-0.24516, 1.34191, -2.03380], [1.30925, 1.51556, 0.36231], [-0.43919, 1.69163, 0.77546], [1.17183, -2.03322, -0.26687]],
  "nbo_charge": [-0.56, 0.53, 0.06, -0.31, -0.48, 0.14, -0.36, 0.12, 0.20, 0.21, 0.26, 0.19]
}

---

What is the formula in the fourth record?
C4H5NO